Model 1:
The following is a DFT calculation (ωB97M-V/def2-TZVPD) of one molecule with the formula C20H33N3O3S.

Geometry as ORCA input:
```
! wB97M-V def2-TZVPD RIJCOSX def2/J DEFGRID3
* xyz 0 1
C -1.95953 -0.37152 5.43014
H -2.53447 -1.17469 4.97555
H -2.47294 0.56561 5.23251
H -1.92440 -0.53445 6.50445
C -0.54109 -0.34041 4.85406
N -0.51694 -0.13774 3.42524
C -0.47858 1.11580 2.86178
C -0.67114 2.27379 3.62811
C -0.63046 3.53804 3.06810
C -0.40033 3.67802 1.70454
C -0.20661 2.54915 0.93140
C -0.23723 1.28829 1.49237
H -0.05877 0.43960 0.85440
H -0.01647 2.64666 -0.12870
H -0.37211 4.66139 1.25906
C -0.85303 4.75477 3.91791
H -0.90139 4.49471 4.97262
H -1.78767 5.24215 3.64022
H -0.04809 5.47360 3.77208
H -0.86898 2.19871 4.68562
C -0.61124 -1.32544 2.61251
H -1.18317 -2.07967 3.15982
H -1.17180 -1.10406 1.70201
C 0.76234 -1.91138 2.24817
C 0.63321 -3.01474 1.19584
N 0.28168 -2.48488 -0.10128
C -0.96260 -2.56412 -0.61520
O -1.87938 -3.12721 -0.05225
C -1.12184 -1.91179 -1.98900
C -0.26928 -2.65415 -3.02570
C -0.36888 -1.96290 -4.38310
N 0.04739 -0.57545 -4.28901
S 1.71253 -0.38032 -4.10130
O 2.08488 -0.14979 -2.72864
O 2.35865 -1.46552 -4.77720
C 2.00198 1.14112 -5.05054
C 3.49706 1.36589 -5.12104
H 3.73340 2.25607 -5.70019
H 3.89598 1.47872 -4.11571
H 3.97048 0.50280 -5.58251
H 1.48921 1.94848 -4.53781
H 1.55807 0.96364 -6.02475
C -0.76483 0.17973 -3.35498
C -0.76337 -0.42183 -1.94849
H -1.47792 0.11715 -1.32320
H 0.23592 -0.27924 -1.53759
H -1.78130 0.21098 -3.76035
H -0.37240 1.19725 -3.32236
H -1.39563 -1.98011 -4.75991
H 0.29064 -2.44238 -5.10605
H 0.78211 -2.65106 -2.73019
H -0.60329 -3.68974 -3.10592
H -2.17707 -2.01743 -2.26528
H 0.99365 -1.96823 -0.59461
H -0.16114 -3.70983 1.47860
H 1.57639 -3.56192 1.10771
H 1.23411 -2.32299 3.14187
H 1.40801 -1.11722 1.86786
H 0.04449 0.44338 5.34110
H -0.04682 -1.29327 5.06720
*
```

## Properties
LUMO ... 0.58 eV
Kohn-Sham gap ... 7.9 eV
E_HOMO ... -7.3 eV
SMILES ... CCN(CCCNC(=O)C1CCN(S(=O)(=O)CC)CC1)c1cccc(C)c1

Electronic structure analysis, Löwdin charges in units of e:
1. C -0.071
2. H 0.069
3. H 0.067
4. H 0.071
5. C -0.226
6. N -0.115
7. C -0.207
8. C 0.007
9. C -0.287
10. C -0.077
11. C -0.088
12. C -0.035
13. H 0.074
14. H 0.098
15. H 0.105
16. C -0.053
17. H 0.072
18. H 0.082
19. H 0.079
20. H 0.096
21. C -0.170
22. H 0.129
23. H 0.113
24. C -0.148
25. C -0.172
26. N 0.077
27. C -0.483
28. O 0.065
29. C -0.218
30. C -0.123
31. C -0.195
32. N -0.238
33. S 0.651
34. O -0.295
35. O -0.283
36. C -0.273
37. C -0.123
38. H 0.080
39. H 0.078
40. H 0.076
41. H 0.093
42. H 0.101
43. C -0.185
44. C -0.141
45. H 0.127
46. H 0.082
47. H 0.133
48. H 0.114
49. H 0.133
50. H 0.113
51. H 0.109
52. H 0.131
53. H 0.154
54. H 0.135
55. H 0.123
56. H 0.121
57. H 0.110
58. H 0.112
59. H 0.113
60. H 0.116

---

Model 2:
The following is a DFT calculation (ωB97M-V/def2-TZVPD) of one molecule with the formula C20H33N3O3S.

Geometry as ORCA input:
```
! wB97M-V def2-TZVPD RIJCOSX def2/J DEFGRID3
* xyz 0 1
C 5.90352 -1.70859 4.67454
C 5.00596 -0.61911 4.10077
C 3.92267 -1.19628 3.19187
C 3.03721 -0.09848 2.61016
H 3.62311 0.54574 1.95245
H 2.66584 0.52581 3.42645
C 1.82825 -0.63076 1.83434
C 0.94029 0.53797 1.43942
O 1.32566 1.66888 1.21664
N -0.38498 0.22328 1.43157
N -1.28741 1.18379 0.98464
C -2.01585 1.02028 -0.14529
N -2.60550 2.11662 -0.68807
C -2.35097 3.47531 -0.46045
C -3.41594 4.36788 -0.56801
C -3.21612 5.72063 -0.37268
C -1.95279 6.20236 -0.07138
C -0.88752 5.32214 0.00921
C -1.07399 3.96579 -0.19054
H -0.21499 3.31118 -0.16942
H 0.10524 5.68936 0.22038
H -1.79820 7.25847 0.08721
H -4.05093 6.40044 -0.45432
H -4.40084 3.99079 -0.80316
H -3.36724 1.90454 -1.31903
S -2.34032 -0.47660 -0.77325
H -1.00503 2.11985 1.25934
H -0.67321 -0.74877 1.29691
H 1.24450 -1.30069 2.47081
C 2.24619 -1.41309 0.57761
H 2.75725 -2.32320 0.89253
H 2.93458 -0.81157 -0.01758
C 1.05393 -1.80310 -0.29703
C 1.44473 -2.80021 -1.39220
O 0.27227 -3.06389 -2.11729
C 0.43703 -3.98796 -3.16589
C -0.90289 -4.18206 -3.88190
C -1.94602 -4.74684 -2.92138
H -2.14029 -4.02933 -2.12892
H -2.87706 -4.94119 -3.44805
H -1.59932 -5.67698 -2.47629
C -1.38327 -2.85927 -4.47217
H -2.32901 -2.99789 -4.99011
H -1.52441 -2.13505 -3.67442
H -0.65549 -2.46497 -5.17803
H -0.73272 -4.90097 -4.69192
H 1.19423 -3.61627 -3.87494
H 0.79597 -4.94963 -2.76366
H 2.22481 -2.37499 -2.04169
H 1.83362 -3.72575 -0.93812
O 0.04589 -2.37259 0.51255
H -0.64242 -2.68234 -0.09407
H 0.65262 -0.91081 -0.80432
H 4.40095 -1.75669 2.38693
H 3.30629 -1.89312 3.76492
H 5.61204 0.08940 3.53206
H 4.53570 -0.06885 4.91867
H 6.66454 -1.27750 5.32067
H 5.31866 -2.41630 5.25819
H 6.40108 -2.25398 3.87544
*
```

## Properties
LUMO ... 0.67 eV
Kohn-Sham gap ... 9.0 eV
E_HOMO ... -8.3 eV
SMILES ... CCCC[C@H](C[C@H](O)COCC(C)C)C(=O)NNC(=S)Nc1ccccc1

Electronic structure analysis, Löwdin charges in units of e:
1. C -0.119
2. C -0.274
3. C -0.224
4. C -0.171
5. H 0.124
6. H 0.125
7. C -0.230
8. C -0.444
9. O 0.076
10. N 0.078
11. N 0.034
12. C -0.826
13. N 0.044
14. C -0.240
15. C -0.027
16. C -0.084
17. C -0.093
18. C -0.073
19. C -0.032
20. H 0.103
21. H 0.108
22. H 0.101
23. H 0.104
24. H 0.113
25. H 0.123
26. S 0.682
27. H 0.127
28. H 0.099
29. H 0.149
30. C -0.085
31. H 0.122
32. H 0.140
33. C -0.371
34. C -0.165
35. O -0.161
36. C -0.208
37. C -0.402
38. C -0.068
39. H 0.073
40. H 0.077
41. H 0.078
42. C -0.069
43. H 0.077
44. H 0.064
45. H 0.078
46. H 0.135
47. H 0.129
48. H 0.130
49. H 0.139
50. H 0.140
51. O -0.065
52. H 0.068
53. H 0.135
54. H 0.109
55. H 0.121
56. H 0.110
57. H 0.108
58. H 0.066
59. H 0.070
60. H 0.070

---

Most stable: model 1 (next structure +25.5 kJ/mol)

---

Model 1:
The following is a DFT calculation (ωB97M-V/def2-TZVPD) of an isolated ion of composition C3H9NO2 and charge +1.

Geometry as ORCA input:
```
! wB97M-V def2-TZVPD RIJCOSX def2/J DEFGRID3
* xyz 1 2
C -0.59463 -0.09376 0.03936
C -1.17995 1.06531 -0.78342
O -2.57659 0.92550 -0.71479
N 0.71288 0.21360 0.59781
C 1.56334 -0.95257 0.94972
O 1.90653 -1.67426 -0.18258
H -0.40582 -0.92394 -0.63762
H -1.29943 -0.43111 0.81594
H -0.89693 2.05555 -0.40836
H -0.77656 0.97118 -1.78779
H -2.93853 1.32878 -1.51782
H 0.61984 0.79922 1.43773
H 1.01682 -1.63883 1.60273
H 2.46019 -0.51858 1.40064
H 2.38884 -1.12609 -0.81156
*
```

## Properties
LUMO (alpha / beta) ... -3.38 / -8.89 eV
Kohn-Sham gap (alpha / beta) ... 11.5 / 6.0 eV
E_HOMO (alpha / beta) ... -14.9 / -14.9 eV
<S²> ... 0.754

Electronic structure analysis, Löwdin charges in units of e:
1. C -0.105
2. C -0.230
3. O -0.030
4. N 0.212
5. C -0.190
6. O 0.014
7. H 0.137
8. H 0.182
9. H 0.129
10. H 0.131
11. H 0.116
12. H 0.185
13. H 0.174
14. H 0.151
15. H 0.122

---

Model 2:
The following is a DFT calculation (ωB97M-V/def2-TZVPD) of a 3-piece molecular cluster, C3H9NO2 overall.

Geometry as ORCA input:
```
! wB97M-V def2-TZVPD RIJCOSX def2/J DEFGRID3
* xyz 1 2
C 0.79346 -1.35953 0.79378
C 1.07527 -2.32559 -0.17404
C 1.03583 0.70231 -0.23514
N 0.36631 -0.13248 0.45285
H 0.73809 -1.58821 1.86007
H 1.32649 -2.06082 -1.20180
H 1.17863 -3.37127 0.08598
H 0.53335 1.64024 -0.42088
H 2.04715 0.52243 -0.55763
H -2.51830 -2.81876 3.66464
H -3.40596 -1.94016 4.52363
O -2.72140 -2.61775 4.59825
H -0.70512 5.61611 -4.18082
H 0.57193 4.76417 -4.43272
O -0.31574 4.96931 -4.77616
*
```

## Properties
LUMO (alpha / beta) ... -5.59 / -8.73 eV
Kohn-Sham gap (alpha / beta) ... 8.0 / 4.8 eV
E_HOMO (alpha / beta) ... -13.6 / -13.6 eV
<S²> ... 0.767

Electronic structure analysis, Löwdin charges in units of e:
1. C -0.073
2. C 0.236
3. C 0.132
4. N 0.110
5. H 0.151
6. H 0.109
7. H 0.102
8. H 0.113
9. H 0.120
10. H 0.031
11. H 0.037
12. O -0.068
13. H 0.031
14. H 0.037
15. O -0.067

---

Model 3:
The following is a DFT calculation (ωB97M-V/def2-TZVPD) of a 2-piece molecular cluster, C3H9NO2 overall.

Geometry as ORCA input:
```
! wB97M-V def2-TZVPD RIJCOSX def2/J DEFGRID3
* xyz 1 2
C -0.24437 0.82301 1.58380
C -0.54046 -0.33344 0.68626
N -0.85625 0.04750 -0.62782
C -0.39700 1.14933 -1.42677
O -0.46789 -1.52479 0.84923
H -0.17465 0.52248 2.62363
H 0.75510 1.20793 1.40640
H -0.99927 1.57800 1.43914
H -1.14176 -0.72178 -1.24302
H 0.51877 0.85287 -1.95632
H -0.28720 2.08333 -0.89829
H -1.14534 1.24819 -2.21726
H 2.40264 -2.07613 -0.04153
H 0.95682 -2.37657 0.26051
O 1.62086 -2.47993 -0.43797
*
```

## Properties
LUMO (alpha / beta) ... -4.31 / -9.20 eV
Kohn-Sham gap (alpha / beta) ... 10.7 / 5.7 eV
E_HOMO (alpha / beta) ... -15.0 / -14.9 eV
<S²> ... 0.773

Electronic structure analysis, Löwdin charges in units of e:
1. C 0.050
2. C -0.393
3. N 0.195
4. C 0.028
5. O 0.211
6. H 0.112
7. H 0.116
8. H 0.105
9. H 0.194
10. H 0.148
11. H 0.109
12. H 0.132
13. H 0.049
14. H -0.009
15. O -0.047

---

Most stable: model 3 (next structure +50.9 kJ/mol)

---

Model 1:
The following is a DFT calculation (ωB97M-V/def2-TZVPD) of C5H9N2S as an isolated structure.

Geometry as ORCA input:
```
! wB97M-V def2-TZVPD RIJCOSX def2/J DEFGRID3
* xyz 1 1
C -1.73659 -0.28987 1.08556
C -1.18063 2.01703 0.78607
C 0.81738 1.07667 -0.09317
C 1.30617 -2.22026 0.43402
C -0.05476 -0.93112 -1.68896
N -1.74928 0.89121 1.09774
N 0.09770 2.10711 0.26215
S 0.26643 -1.08445 0.02901
H -1.79284 -0.87262 1.97054
H -1.78373 2.88050 0.79523
H 1.90749 1.45179 -0.08065
H 2.09158 -2.72811 -0.17644
H 1.47240 -2.46740 1.50256
H -0.48665 -1.87630 -2.04170
H -0.55446 -0.01800 -1.94635
H 0.94628 -1.04109 -2.25935
H 0.43350 3.10490 0.32376
*
```

## Properties
LUMO (alpha / beta) ... -4.19 / -4.19 eV
Kohn-Sham gap (alpha / beta) ... 8.0 / 8.0 eV
E_HOMO (alpha / beta) ... -12.2 / -12.2 eV

Electronic structure analysis, Löwdin charges in units of e:
1. C -0.020
2. C -0.150
3. C -0.057
4. C -0.294
5. C -0.283
6. N 0.027
7. N -0.019
8. S 0.926
9. H 0.085
10. H 0.120
11. H 0.112
12. H 0.065
13. H 0.053
14. H 0.074
15. H 0.059
16. H 0.112
17. H 0.192

---

Model 2:
The following is a DFT calculation (ωB97M-V/def2-TZVPD) of an isolated ion of composition C5H9N2S and charge +1.

Geometry as ORCA input:
```
! wB97M-V def2-TZVPD RIJCOSX def2/J DEFGRID3
* xyz 1 1
C 0.19929 -1.36772 1.69571
C 1.11210 2.25973 -0.63343
C 1.23264 -0.14667 -0.22318
C -1.19428 -1.90055 1.92202
C 0.27506 2.20682 -1.95591
N 0.39640 -0.78244 0.57851
N 1.35429 1.17979 -0.06490
S 2.72834 -0.88665 -0.90330
H 1.14848 -1.42432 2.34834
H 1.54185 3.20060 -0.36111
H -1.87203 -1.55013 1.18889
H -1.12528 -2.99750 1.81308
H -1.61439 -1.62520 2.85732
H -0.56603 1.38251 -1.91172
H 0.95768 1.72434 -2.67428
H -0.22490 3.09921 -2.15374
H 2.12728 -2.03850 -1.18171
*
```

## Properties
LUMO ... -4.56 eV
Kohn-Sham gap ... 9.7 eV
E_HOMO ... -14.2 eV

Electronic structure analysis, Löwdin charges in units of e:
1. C -0.059
2. C -0.069
3. C -0.615
4. C -0.023
5. C -0.013
6. N 0.084
7. N 0.071
8. S 0.903
9. H 0.178
10. H 0.130
11. H 0.074
12. H 0.108
13. H 0.078
14. H 0.124
15. H 0.093
16. H 0.049
17. H -0.111

---

Most stable: model 2 (next structure +445.3 kJ/mol)

---

Model 1:
The following is a DFT calculation (ωB97M-V/def2-TZVPD) of a 2-piece molecular cluster, C2H10N2 overall.

Geometry as ORCA input:
```
! wB97M-V def2-TZVPD RIJCOSX def2/J DEFGRID3
* xyz 0 1
N 1.29371 -3.29119 1.62407
H 0.77825 -2.69119 2.25566
H 2.15735 -2.78906 1.47430
H 0.79264 -3.07674 0.75739
C -0.36403 0.56304 -1.72363
N -0.80905 1.54263 -0.76394
C -0.31718 1.64248 0.59908
H -0.57191 0.87414 -2.74242
H 0.72898 0.52855 -1.71968
H -0.81701 -0.41171 -1.49193
H -1.78109 1.80472 -0.74282
H 0.45380 2.41005 0.75676
H 0.15604 0.73686 1.01492
H -1.22194 1.77291 1.19484
*
```

## Properties
LUMO ... 0.81 eV
Kohn-Sham gap ... 9.2 eV
E_HOMO ... -8.4 eV
SMILES ... CNC.N

Electronic structure analysis, Löwdin charges in units of e:
1. N 0.002
2. H -0.004
3. H -0.003
4. H 0.004
5. C -0.147
6. N -0.207
7. C -0.153
8. H 0.067
9. H 0.076
10. H 0.071
11. H 0.089
12. H 0.067
13. H 0.065
14. H 0.073

---

Model 2:
The following is a DFT calculation (ωB97M-V/def2-TZVPD) of a 2-piece molecular cluster, C2H10N2 overall.

Geometry as ORCA input:
```
! wB97M-V def2-TZVPD RIJCOSX def2/J DEFGRID3
* xyz 0 1
N 0.94200 -4.30504 1.74355
C 1.10478 -3.36268 0.68034
H 0.67169 -5.20960 1.34182
H 0.16579 -4.02012 2.35099
H 2.03307 -3.53044 0.10873
H 1.20776 -2.42448 1.25111
H 0.26890 -3.25194 -0.03075
N -0.46183 2.99299 -1.00183
C -1.16348 4.21227 -1.29590
H 0.36123 3.01494 -0.38964
H -1.08374 2.27353 -0.61675
H -0.51141 4.88494 -1.87806
H -1.46903 4.73128 -0.37184
H -2.06574 3.99434 -1.89177
*
```

## Properties
LUMO ... 1.03 eV
Kohn-Sham gap ... 10.0 eV
E_HOMO ... -9.0 eV
SMILES ... CN.CN

Electronic structure analysis, Löwdin charges in units of e:
1. N -0.096
2. C -0.238
3. H 0.061
4. H 0.064
5. H 0.072
6. H 0.072
7. H 0.065
8. N -0.103
9. C -0.225
10. H 0.063
11. H 0.059
12. H 0.069
13. H 0.062
14. H 0.073

---

Most stable: model 2 (next structure +8.1 kJ/mol)